Molecular formula: C5H7NS2
Method: DFT, the ωB97M-V functional and the def2-TZVPD basis

Geometry (Å):
N  1.989  0.588  -1.073
C  1.074  -0.418  -0.645
C  -0.424  -0.106  -0.564
C  -1.808  -0.581  -0.158
S  -1.971  0.114  1.583
C  -0.103  0.528  1.701
S  0.390  1.633  2.778
C  0.431  -0.419  0.693
H  1.928  1.501  -0.540
H  1.905  0.811  -2.113
H  1.366  -1.447  -1.044
H  -0.458  0.997  -0.738
H  -2.596  -0.123  -0.781
H  -1.949  -1.651  -0.122
H  0.227  -1.425  1.023

Computed properties:
- E_LUMO: -0.20 eV
- Orbital gap: 8.439 eV
- HOMO: -8.6 eV
- Total charge: 0
- Molar mass: 145.3 g mol⁻¹
- Energy relative to the best compared isomer or geometry (same formula, charge and spin): 3.093 eV
- F_max: 2.2 eV Å⁻¹
- Spin multiplicity: 1

---

Molecular formula: C61H92F15N3O11
Method: DFT, the ωB97M-V functional and the def2-TZVPD basis

Geometry (Å):
C  2.303  -2.356  -6.199
C  1.115  -1.658  -6.761
C  1.699  -0.269  -7.250
C  0.568  -2.449  -8.013
C  -0.814  -1.948  -8.540
C  -1.789  -2.056  -7.338
C  -1.359  -1.231  -6.106
C  -1.472  0.300  -6.454
C  -2.365  -1.597  -5.060
N  0.033  -1.645  -5.759
O  0.434  -0.867  -4.658
H  3.120  -2.562  -6.864
H  2.667  -1.630  -5.430
H  2.082  -3.228  -5.640
H  2.726  -0.461  -7.674
H  1.162  0.262  -8.014
H  1.925  0.383  -6.399
H  1.344  -2.332  -8.779
H  0.443  -3.539  -7.678
H  -0.830  -0.992  -9.029
H  -1.213  -2.617  -9.306
H  -1.696  -3.104  -6.976
H  -2.763  -1.848  -7.640
H  -0.580  0.695  -6.957
H  -1.576  0.889  -5.593
H  -2.365  0.442  -7.113
H  -3.346  -1.075  -5.229
H  -2.057  -1.385  -4.043
H  -2.529  -2.642  -5.222
H  0.731  -1.511  -4.044
C  1.933  -6.479  0.191
C  2.419  -5.038  0.037
C  2.504  -4.445  1.457
C  3.764  -5.004  -0.660
C  3.643  -5.146  -2.230
C  2.586  -4.165  -2.776
C  1.206  -4.373  -2.134
C  0.376  -3.210  -2.622
C  0.527  -5.668  -2.468
N  1.385  -4.189  -0.664
O  0.135  -4.488  -0.016
H  2.069  -7.161  -0.638
H  2.348  -7.005  1.050
H  0.875  -6.462  0.484
H  1.449  -4.392  1.901
H  3.162  -5.125  2.048
H  2.886  -3.411  1.445
H  4.390  -4.085  -0.504
H  4.309  -5.827  -0.196
H  4.646  -4.843  -2.568
H  3.413  -6.206  -2.466
H  2.462  -4.292  -3.837
H  2.952  -3.174  -2.535
H  0.375  -3.220  -3.771
H  0.865  -2.319  -2.230
H  -0.673  -3.316  -2.268
H  -0.303  -6.000  -1.801
H  1.213  -6.525  -2.532
H  0.154  -5.762  -3.481
H  -0.123  -3.620  0.298
C  -0.420  5.399  -1.159
C  -1.237  5.476  0.158
C  -2.557  6.182  -0.096
C  -1.403  4.046  0.654
C  -1.958  4.039  2.065
C  -1.035  4.765  3.035
C  -0.661  6.165  2.606
C  -1.846  7.148  2.935
C  0.655  6.539  3.277
N  -0.311  6.174  1.157
O  -0.194  7.621  0.886
H  0.495  4.845  -0.966
H  -0.999  4.880  -1.883
H  -0.254  6.423  -1.498
H  -3.455  5.811  0.489
H  -2.448  7.275  0.126
H  -2.869  6.110  -1.112
H  -2.012  3.486  -0.064
H  -0.434  3.565  0.686
H  -3.001  4.442  1.989
H  -2.031  2.979  2.365
H  -0.170  4.148  3.247
H  -1.608  4.810  3.977
H  -1.905  7.883  2.162
H  -1.728  7.745  3.805
H  -2.758  6.550  3.007
H  0.369  6.617  4.346
H  1.039  7.476  2.906
H  1.450  5.803  3.157
H  0.559  7.580  0.298
C  -2.518  0.358  6.468
C  -2.778  1.827  6.797
O  -3.571  2.488  5.756
C  -4.768  2.819  6.133
O  -5.433  2.499  7.079
C  -5.322  3.737  5.036
F  -5.389  3.067  3.900
F  -6.559  4.241  5.419
F  -4.492  4.808  4.806
H  -3.380  -0.146  6.137
H  -2.117  -0.004  7.386
H  -1.783  0.285  5.654
H  -1.791  2.371  6.840
H  -3.256  1.937  7.755
C  5.986  -1.588  1.082
C  6.454  -0.672  -0.067
O  5.266  -0.142  -0.613
C  5.089  -0.348  -1.949
O  5.897  -0.707  -2.746
C  3.604  0.026  -2.348
F  3.595  1.130  -3.173
F  2.989  -0.910  -2.996
F  2.830  0.345  -1.272
H  5.494  -0.996  1.812
H  6.857  -2.096  1.550
H  5.222  -2.322  0.776
H  6.950  -1.232  -0.899
H  7.124  0.144  0.138
C  2.470  3.296  1.593
C  2.434  4.635  0.826
O  3.477  5.443  1.310
C  3.417  6.697  0.974
O  2.673  7.250  0.218
C  4.475  7.541  1.661
F  5.643  7.608  1.041
F  4.128  8.798  1.827
F  4.691  6.934  2.839
H  1.585  2.745  1.417
H  2.685  3.546  2.664
H  3.243  2.619  1.294
H  1.450  5.093  1.027
H  2.681  4.506  -0.247
C  -0.430  1.606  -2.277
C  -0.665  0.325  -1.527
O  0.299  0.139  -0.348
C  -0.027  -0.796  0.547
O  -0.826  -1.680  0.458
C  0.881  -0.592  1.766
F  1.027  -1.688  2.504
F  2.131  -0.215  1.371
F  0.350  0.423  2.535
H  -1.361  1.676  -2.873
H  0.463  1.634  -2.890
H  -0.345  2.401  -1.562
H  -0.647  -0.583  -2.070
H  -1.633  0.351  -1.030
F  0.695  -0.416  8.527
C  1.220  -1.068  7.458
C  0.778  -2.363  7.244
C  1.287  -2.978  6.111
C  2.199  -2.361  5.220
C  2.620  -1.092  5.487
C  2.083  -0.388  6.594
H  0.102  -2.864  7.868
H  0.735  -3.832  5.722
H  2.503  -2.841  4.291
H  3.381  -0.556  4.911
H  2.450  0.611  6.963
F  -2.567  0.764  1.115
C  -3.641  0.145  1.723
C  -3.405  -0.887  2.573
C  -4.482  -1.582  3.120
C  -5.781  -1.231  2.838
C  -6.007  -0.150  1.970
C  -4.980  0.560  1.385
H  -2.363  -1.267  2.637
H  -4.206  -2.495  3.683
H  -6.658  -1.632  3.348
H  -7.046  0.145  1.739
H  -5.156  1.406  0.722
F  -2.226  -3.974  1.793
C  -3.179  -4.432  0.895
C  -3.304  -5.842  0.837
C  -4.206  -6.332  -0.124
C  -4.954  -5.456  -0.920
C  -4.739  -4.090  -0.865
C  -3.892  -3.579  0.101
H  -2.728  -6.449  1.523
H  -4.187  -7.389  -0.270
H  -5.594  -5.862  -1.697
H  -5.246  -3.363  -1.527
H  -3.794  -2.498  0.194

Computed properties:
- E_LUMO: 0.43 eV
- Orbital gap: 9.108 eV
- HOMO: -8.7 eV
- Total charge: 0
- Molar mass: 1328.4 g mol⁻¹
- F_max: 3.2 eV Å⁻¹
- Spin multiplicity: 1

---

Molecular formula: C25H35F3O8
Method: DFT, the ωB97M-V functional and the def2-TZVPD basis

Geometry (Å):
C  1.764  1.775  3.022
C  1.076  1.092  2.115
C  0.796  -0.064  1.016
C  0.101  -1.438  1.436
C  -0.146  -2.600  0.403
C  0.344  -2.354  -1.104
C  1.007  -0.988  -1.536
C  1.250  0.186  -0.478
C  1.945  1.539  -1.017
O  2.670  2.303  -0.274
C  1.666  1.876  -2.590
C  1.602  3.392  -3.156
F  0.442  3.430  -4.039
F  1.501  4.393  -2.141
F  2.755  3.601  -4.015
C  1.453  0.808  -3.554
C  1.448  -0.757  -3.086
O  1.725  -1.718  -3.875
H  2.377  2.323  3.841
H  -0.240  -1.606  2.537
H  -0.626  -3.614  0.705
H  0.198  -3.198  -1.871
H  1.261  1.125  -4.652
C  -1.840  -0.011  5.071
O  -2.302  -0.372  3.775
C  -3.518  -1.119  3.822
C  -4.722  -0.242  3.491
O  -4.939  0.746  4.498
C  -4.454  2.026  4.112
H  -1.057  0.744  4.955
H  -2.637  0.408  5.689
H  -1.410  -0.887  5.567
H  -3.641  -1.604  4.798
H  -3.438  -1.906  3.065
H  -5.617  -0.872  3.465
H  -4.610  0.223  2.505
H  -5.134  2.472  3.380
H  -3.447  1.973  3.692
H  -4.427  2.663  4.999
C  7.738  1.964  -4.684
O  7.800  1.441  -3.362
C  8.619  2.237  -2.504
C  7.772  3.134  -1.604
O  7.079  4.125  -2.362
C  5.714  3.788  -2.571
H  6.925  1.457  -5.211
H  7.540  3.038  -4.691
H  8.677  1.757  -5.207
H  9.336  2.828  -3.085
H  9.188  1.545  -1.875
H  8.436  3.665  -0.916
H  7.072  2.540  -1.004
H  5.150  3.950  -1.648
H  5.592  2.753  -2.899
H  5.314  4.447  -3.346
C  -6.789  -2.220  0.300
O  -6.619  -3.254  -0.662
C  -5.304  -3.261  -1.220
C  -4.439  -4.350  -0.590
O  -4.178  -4.075  0.787
C  -5.003  -4.840  1.657
H  -7.713  -2.414  0.850
H  -5.962  -2.183  1.013
H  -6.880  -1.255  -0.209
H  -4.831  -2.277  -1.121
H  -5.414  -3.473  -2.288
H  -3.471  -4.367  -1.100
H  -4.899  -5.337  -0.711
H  -4.647  -5.874  1.687
H  -6.051  -4.822  1.348
H  -4.930  -4.414  2.660

Computed properties:
- E_LUMO: -1.93 eV
- Orbital gap: 7.113 eV
- HOMO: -9.0 eV
- Total charge: 0
- Molar mass: 520.5 g mol⁻¹
- Energy relative to the best compared isomer or geometry (same formula, charge and spin): 9.234 eV
- F_max: 6.7 eV Å⁻¹
- Spin multiplicity: 1

---

Molecular formula: C4H4Cl2
Method: DFT, the ωB97M-V functional and the def2-TZVPD basis

Geometry (Å):
C  -1.307  1.257  -0.077
C  -0.058  0.806  0.043
C  0.147  -0.615  0.013
Cl  -1.314  -1.662  -0.087
C  1.314  -1.359  0.089
Cl  2.741  -0.460  -0.133
H  -2.101  0.502  -0.300
H  -1.606  2.422  -0.250
H  0.850  1.522  0.460
H  1.333  -2.412  0.242

Computed properties:
- E_LUMO: 0.08 eV
- Orbital gap: 8.908 eV
- HOMO: -8.8 eV
- Total charge: 0
- Molar mass: 123.0 g mol⁻¹
- Energy relative to the best compared isomer or geometry (same formula, charge and spin): 1.105 eV
- F_max: 4.2 eV Å⁻¹
- Spin multiplicity: 1

---

Molecular formula: C7H16O
Method: DFT, the ωB97M-V functional and the def2-TZVPD basis

Geometry (Å):
C  0.516  1.755  -0.139
C  0.496  0.356  -0.827
C  -0.535  -0.606  -0.249
C  -1.947  -0.492  -0.882
C  -0.389  -1.432  0.862
C  -1.388  -2.419  1.434
C  0.845  -1.406  1.724
H  1.096  2.404  -0.817
H  1.023  1.728  0.841
H  -0.487  2.195  -0.005
H  0.230  0.452  -1.897
H  1.484  -0.140  -0.769
H  -1.723  -0.541  -1.961
H  -2.391  0.492  -0.658
H  -2.687  -1.275  -0.641
H  -1.823  -1.935  2.324
H  -0.922  -3.370  1.743
H  -2.200  -2.641  0.721
H  0.730  -1.548  2.812
H  1.398  -0.468  1.548
H  1.436  -2.245  1.320
O  2.211  4.017  -2.328
H  2.149  3.061  -2.553
H  2.876  4.058  -1.604

Computed properties:
- E_LUMO: 0.81 eV
- Orbital gap: 9.070 eV
- HOMO: -8.3 eV
- Total charge: 0
- Molar mass: 116.2 g mol⁻¹
- Energy relative to the best compared isomer or geometry (same formula, charge and spin): 1.184 eV
- F_max: 3.5 eV Å⁻¹
- Spin multiplicity: 1

---

| no. | energy (eV) |
| --- | --- |
| 1 | -28455.7735 |
| 2 | -132500.1392 |
| 3 | -51010.0592 |
| 4 | -29255.5532 |
| 5 | -9565.0865 |